Formula: C22H23Cl3CrGeIN4O5
Source: the OMol25 dataset
Level of theory: ωB97M-V with the def2-TZVPD basis set

The geometry in XYZ format:
```
60
Properties=species:S:1:pos:R:3:lowdin_charge:R:1
Cr -0.54825 0.13648 0.22639 0.25
C -1.50619 0.50929 -4.30524 -0.01
C -0.10638 0.14831 -3.92370 -0.24
N 0.78856 -0.01322 -4.86511 0.14
C 2.04809 -0.35490 -4.56664 -0.08
C 2.48523 -0.60019 -3.28811 -0.12
C 3.95850 -0.90993 -3.09367 -0.19
O 4.26053 -2.01171 -2.24921 -0.06
C 1.55004 -0.44396 -2.22857 -0.05
C 1.96969 -0.71608 -0.88498 -0.04
N 1.42339 -0.38830 0.24884 -0.05
C 2.18410 -0.59758 1.43392 -0.27
C 3.56740 -0.83168 1.40448 0.01
C 4.29694 -1.04959 2.55664 -0.04
C 3.68544 -1.01924 3.80016 -0.05
C 2.33470 -0.73605 3.87352 -0.13
C 1.62059 -0.52470 2.70740 -0.51
I -0.42020 0.02827 2.93839 1.29
C 0.23135 -0.03988 -2.54842 -0.24
O -0.68957 0.09420 -1.63244 -0.22
H -1.60487 0.46555 -5.38580 0.09
H -1.75094 1.51532 -3.96689 0.05
H -2.22119 -0.17444 -3.84199 0.08
H 2.72213 -0.45543 -5.40966 0.12
H 4.43770 -0.03759 -2.64242 0.14
H 4.41276 -1.05011 -4.07642 0.12
H 4.02914 -2.83421 -2.69409 0.11
H 2.90457 -1.25595 -0.84587 0.11
H 4.10329 -0.82829 0.46609 0.12
H 5.36020 -1.22995 2.47761 0.12
H 4.25084 -1.19259 4.70498 0.12
H 1.83639 -0.66646 4.83085 0.10
C -4.23557 -2.00791 -1.81449 -0.05
C -4.52976 -2.36452 -0.35686 -0.15
C -3.27024 -2.78933 0.42006 -0.30
C -3.64121 -3.06858 1.90626 -0.14
C -2.50401 -3.60909 2.77066 -0.07
C -2.70702 -4.07989 -0.15730 -0.40
O -3.39232 -5.03892 -0.38732 0.15
N -1.33472 -4.11592 -0.37263 0.23
C -0.42783 -3.08108 -0.24615 -0.46
O 0.74100 -3.21687 -0.51768 0.12
N -0.96191 -1.88236 0.20655 0.10
C -2.25506 -1.69588 0.38818 -0.45
O -2.54671 -0.47328 0.57185 -0.15
H -5.15065 -1.69527 -2.31472 0.09
H -3.83721 -2.86979 -2.35286 0.09
H -3.51811 -1.18691 -1.88600 0.06
H -5.23192 -3.19603 -0.31608 0.13
H -4.97451 -1.51385 0.16031 0.13
H -4.45280 -3.79605 1.88479 0.13
H -4.03168 -2.13986 2.32681 0.13
H -2.17113 -4.58857 2.42537 0.09
H -2.85213 -3.72186 3.79665 0.09
H -1.64306 -2.93828 2.78466 0.04
H -0.96307 -4.99073 -0.71850 0.18
Cl -2.43621 3.14371 -1.73221 0.26
Ge -1.84697 2.23597 0.09382 0.01
Cl 0.48003 2.31998 0.01209 0.31
Cl -2.27430 3.57914 1.68830 0.21
```

Values from the calculation:
lowest unoccupied orbital energy (spin up / spin down): -6.01 / -4.35 eV
spin multiplicity: 3
<S²>: 2.498
charge: +1
orbital gap (spin up / spin down): 5.3 / 7.1 eV

Formula: C22H29N3O3S
Source: the OMol25 dataset
Level of theory: ωB97M-V with the def2-TZVPD basis set

The geometry in XYZ format:
```
58
Properties=species:S:1:pos:R:3:lowdin_charge:R:1
C 4.63382 0.00191 4.77450 -0.10
N 3.38982 0.07266 4.03400 -0.34
C 2.99715 1.41834 3.67868 -0.09
S 3.42089 -0.94030 2.69987 0.65
O 3.85427 -2.22767 3.13933 -0.26
O 4.14851 -0.33830 1.61827 -0.27
N 1.82665 -1.01696 2.21189 -0.14
C 1.51781 -0.55531 0.88218 -0.10
C 0.62039 0.68601 0.90792 -0.42
O 0.32446 1.22951 1.95731 0.06
N 0.19861 1.15108 -0.28339 -0.05
C 0.51294 0.62578 -1.59222 -0.13
C -0.76325 0.14151 -2.28417 -0.13
C -1.77521 1.28406 -2.38415 -0.33
C -3.07798 0.82224 -3.05551 -0.13
C -2.84921 0.45795 -4.49496 -0.24
C -2.70666 1.45607 -5.45164 -0.05
C -2.46056 1.13783 -6.77466 -0.08
C -2.35279 -0.18753 -7.16112 -0.10
C -2.49583 -1.18963 -6.21748 -0.08
C -2.74121 -0.86764 -4.89383 -0.05
C -2.03780 1.83534 -0.98181 -0.13
C -0.72671 2.26744 -0.32762 -0.13
C 0.83665 -1.56539 3.02846 -0.23
C -0.46582 -1.75496 2.56627 -0.02
C -1.43074 -2.30625 3.38973 -0.08
C -1.12379 -2.68489 4.68343 -0.10
C 0.16765 -2.49975 5.14671 -0.07
C 1.13881 -1.94485 4.33507 -0.03
H 4.48621 0.46061 5.75190 0.09
H 5.45062 0.51084 4.25023 0.10
H 4.88847 -1.04801 4.89553 0.08
H 3.70284 1.86670 2.97013 0.09
H 2.00543 1.38279 3.23267 0.06
H 2.95697 2.02137 4.58404 0.10
H 2.47858 -0.29276 0.43358 0.12
H 1.05891 -1.36421 0.30278 0.14
H 1.24239 -0.17775 -1.52353 0.12
H 0.95652 1.43560 -2.18547 0.14
H -0.51809 -0.23222 -3.27922 0.12
H -1.19709 -0.67865 -1.70774 0.13
H -1.33739 2.08034 -2.99724 0.15
H -3.80639 1.63432 -2.99750 0.12
H -3.48043 -0.03387 -2.51089 0.12
H -2.79591 2.49210 -5.15605 0.11
H -2.35467 1.92490 -7.50699 0.10
H -2.16157 -0.43762 -8.19406 0.10
H -2.41656 -2.22574 -6.51265 0.10
H -2.85506 -1.65560 -4.16275 0.11
H -2.71413 2.68993 -1.02956 0.12
H -2.50798 1.06497 -0.36722 0.13
H -0.89190 2.60078 0.69772 0.12
H -0.27261 3.08318 -0.90152 0.13
H -0.74717 -1.46100 1.56802 0.10
H -2.43374 -2.43870 3.01022 0.10
H -1.88045 -3.11464 5.32210 0.10
H 0.42569 -2.78749 6.15512 0.10
H 2.13763 -1.80847 4.70731 0.08
```

Values from the calculation:
lowest unoccupied orbital energy: 0.62 eV
SMILES: CN(C)S(=O)(=O)N(CC(=O)N1CCC(Cc2ccccc2)CC1)c1ccccc1
orbital gap: 8.9 eV

Formula: C9H10NO2P
Source: the OMol25 dataset
Level of theory: ωB97M-V with the def2-TZVPD basis set

The geometry in XYZ format:
```
23
Properties=species:S:1:pos:R:3:lowdin_charge:R:1
C -0.83094 -1.96792 1.36385 -0.09
C -1.97918 -1.16740 1.28135 -0.09
C 0.42477 -1.33603 1.25371 -0.04
C -1.98123 0.14450 0.79274 -0.05
C 0.47948 -0.03212 0.81792 -0.13
C -0.74386 0.68991 0.52352 -0.39
C 0.99945 2.11481 -0.04869 -0.17
C 1.78441 0.05264 -1.25997 -0.18
C 1.56531 0.74010 0.11242 -0.27
N -0.48400 1.85190 -0.12742 -0.04
O 0.52611 -0.43992 -1.76464 -0.38
O -1.80215 -0.45727 -2.04711 -0.25
P -0.66292 0.67715 -2.12241 1.06
H -0.81450 -2.90992 1.91618 0.10
H -2.93913 -1.63616 1.31485 0.09
H 1.24916 -2.00468 1.19087 0.10
H -2.86292 0.71173 0.81074 0.10
H 1.16980 2.48234 0.96168 0.13
H 1.33465 2.70703 -0.86003 0.10
H 2.11862 0.92451 -1.87244 0.12
H 2.39303 -0.88843 -1.28716 0.14
H 2.57398 0.79690 0.41524 0.13
H -1.51794 -1.05365 -1.36521 0.03
```

Values from the calculation:
lowest unoccupied orbital energy: 0.49 eV
orbital gap: 8.0 eV

| no. | maximum force (eV/Å) |
| --- | --- |
| 1 | 2.183 |
| 2 | 1.112 |
| 3 | 3.433 |